[1]
A cluster of 11 separate species, C37H78O25S2 in total at a distorted geometry, computed with ωB97M-V with the def2-TZVPD basis set.

SMILES: CCOS(C)(=O)=O.CCOS(C)(=O)=O.COC(=O)OC.COC(=O)OC.COC(=O)OC.COC(=O)OC.COC(=O)OC.C1CCOC1.C1CCOC1.C1CCOC1.C1CCOC1
E_tot, Ha: -4133.7142
Largest force on an atom, eV Å⁻¹: 4.3

```
142
Properties=species:S:1:pos:R:3:forces:R:3
C 2.20543 -8.18700 2.84085 0.65 -1.65 -1.13
C 1.20746 -9.39448 2.73255 0.04 1.50 0.70
C -0.01706 -8.74431 2.07827 1.18 1.12 0.03
O 0.05758 -7.28366 2.51432 -1.48 -2.06 -1.22
C 1.37956 -6.93090 2.81743 0.33 -0.41 1.67
H 2.85063 -8.23261 1.96351 0.23 0.10 0.01
H 2.83745 -8.25866 3.72600 -0.02 -0.03 -0.08
H 0.99619 -9.65701 3.76916 -0.40 -0.35 -0.09
H 1.58043 -10.27531 2.20994 0.09 0.21 -0.05
H -0.93201 -9.29985 2.28404 -0.34 0.88 0.82
H 0.01547 -8.78236 0.98941 0.45 0.28 -0.17
H 1.37280 -6.56806 3.84525 -0.16 0.42 0.14
H 1.86868 -6.14885 2.23668 -0.58 0.02 -0.63
C 3.67926 8.61395 2.68089 -0.91 0.10 0.86
C 4.81492 9.11030 1.80503 -0.01 0.08 0.65
C 4.44653 8.63843 0.42864 0.49 -0.79 -0.32
O 3.69582 7.44167 0.66282 0.24 0.18 -1.04
C 2.90706 7.62301 1.80769 0.01 -0.15 0.66
H 3.05866 9.42818 3.05504 -0.16 0.05 -0.20
H 4.00511 8.08974 3.57929 0.34 0.12 -0.05
H 5.69973 8.55715 2.12003 0.33 0.56 -0.09
H 4.90018 10.19401 1.88501 0.49 -0.13 -0.02
H 5.35148 8.35497 -0.10880 -0.11 -0.15 -0.20
H 3.94417 9.37401 -0.19957 -0.53 0.05 0.16
H 2.84018 6.67128 2.33477 -0.12 -0.16 -0.24
H 1.89082 7.93555 1.56755 -0.08 0.24 -0.15
C -6.06279 0.22165 4.73676 0.42 0.25 -0.01
C -7.15584 0.77732 5.63577 0.60 -0.24 0.58
C -7.06963 2.26883 5.35120 0.80 -0.97 -0.31
O -6.96981 2.28185 3.91015 -0.05 -0.22 -0.24
C -6.25132 1.07381 3.47043 -0.48 -0.20 1.46
H -6.11298 -0.85308 4.56199 -0.31 0.05 -0.20
H -5.08207 0.37019 5.18866 0.04 0.28 0.12
H -6.92590 0.48621 6.66069 -0.39 0.18 0.18
H -8.13045 0.39802 5.32857 -0.08 0.02 0.14
H -6.15031 2.70685 5.73992 0.28 -0.11 0.27
H -7.86826 2.84000 5.82455 -0.44 0.10 -0.93
H -5.29464 1.33334 3.01708 -0.31 0.11 -0.29
H -6.88965 0.42475 2.87098 -0.06 0.77 -0.79
C -3.65244 -4.47163 -2.02624 0.66 -0.84 0.19
C -5.07146 -4.14775 -2.39202 0.41 0.43 0.54
C -5.15149 -2.84213 -1.61449 -1.91 -0.68 -0.33
O -4.57256 -3.10264 -0.32560 0.10 0.73 -1.20
C -3.52692 -4.04317 -0.53460 -0.34 -1.06 -1.15
H -2.99510 -3.89674 -2.67855 0.18 0.01 0.10
H -3.48683 -5.53169 -2.21843 0.53 -0.03 0.31
H -5.79113 -4.85780 -1.98462 0.04 -0.16 -0.21
H -5.12449 -4.05559 -3.47683 -0.53 0.13 0.10
H -6.21159 -2.64139 -1.45961 0.14 0.70 0.21
H -4.70092 -2.10899 -2.28351 0.42 0.67 0.75
H -3.77846 -4.92980 0.04739 0.42 0.10 0.48
H -2.54009 -3.64018 -0.30685 -0.09 0.01 0.21
O 4.09850 0.20453 4.48853 -1.49 -2.53 0.91
S 3.43542 -1.08802 4.72882 1.05 0.02 -0.80
O 3.73255 -2.19917 3.78587 -1.03 2.13 2.37
O 3.85684 -1.53873 6.30632 -0.54 1.15 -1.90
C 3.62323 -2.87218 6.72486 1.22 -2.25 -0.52
C 4.78918 -3.83433 6.31063 0.38 0.94 -0.14
C 1.55862 -0.81328 4.82445 1.65 -0.23 -0.74
H 2.68280 -3.27586 6.34970 -0.21 0.25 0.14
H 3.68933 -2.91642 7.81195 -0.69 0.62 -0.01
H 4.65572 -4.89699 6.51316 -0.55 0.13 0.16
H 5.65777 -3.52376 6.89132 0.13 -0.02 0.04
H 5.08737 -3.73134 5.26727 -0.34 0.04 -0.04
H 1.30576 -0.73961 3.76675 0.00 -0.17 -0.03
H 1.33225 0.15653 5.26753 0.29 -0.33 0.39
H 1.07582 -1.68815 5.25990 0.14 0.24 0.14
O -2.25806 5.47295 4.98872 0.30 1.48 0.18
S -2.47822 6.83043 5.45062 -0.47 1.74 0.71
O -1.62359 7.98974 5.08882 -1.70 -2.84 0.36
O -4.06947 7.18921 5.12173 2.04 0.15 1.20
C -4.40283 7.16649 3.75981 -1.14 0.33 -1.43
C -5.88877 7.53355 3.60625 1.40 -1.24 0.41
C -2.67769 6.81238 7.27823 -0.15 0.26 -1.16
H -4.19836 6.16800 3.37339 0.00 0.07 -0.23
H -3.92252 7.93002 3.14791 0.94 -0.09 0.40
H -6.00195 7.59815 2.52406 -0.62 0.26 0.15
H -6.05350 8.46114 4.15447 -0.37 -0.07 -0.28
H -6.42146 6.67484 4.01485 -0.64 0.41 -0.05
H -2.89582 7.80861 7.66302 0.26 0.09 -0.39
H -1.72231 6.45275 7.66036 -0.29 -0.21 0.09
H -3.56050 6.20630 7.48171 0.43 -0.38 0.04
C 1.53258 -1.45077 -1.76771 0.95 0.36 -0.82
O 1.23830 -0.36355 -0.87572 -1.25 0.94 -0.32
C 0.41998 0.65314 -1.32706 -1.81 -0.77 -1.97
O -0.25037 0.68081 -2.39368 2.60 -0.30 3.41
O 0.36192 1.59101 -0.36166 0.22 -1.52 -0.35
C -0.52105 2.67926 -0.58175 -0.27 0.64 0.37
H 0.69986 -1.85649 -2.34224 -0.19 0.47 0.19
H 2.04368 -2.27881 -1.27654 -0.46 0.30 0.85
H 2.31980 -1.07645 -2.42212 -0.29 0.00 -0.54
H -0.66617 3.17328 0.37897 0.78 0.17 0.03
H -1.55768 2.42026 -0.79720 0.31 -0.53 -0.84
H -0.03057 3.32006 -1.31449 -0.61 0.22 0.00
C 0.98028 -0.49998 -7.24111 -0.68 0.33 0.93
O 1.64936 0.18415 -8.30469 -0.21 -1.10 -0.72
C 2.04915 1.42748 -8.16817 1.03 2.44 2.46
O 2.05685 2.09802 -7.11851 -0.29 -1.64 -2.54
O 2.55092 1.86031 -9.34738 -0.34 -1.17 -0.10
C 3.15923 3.13765 -9.41475 -0.27 0.84 0.57
H 0.74315 -1.54438 -7.44381 0.63 0.12 -0.95
H -0.00172 -0.05468 -7.08143 0.17 0.37 0.20
H 1.54430 -0.51113 -6.30844 0.12 0.45 -0.13
H 4.07744 3.19332 -8.83006 -0.14 -0.13 0.20
H 2.43722 3.87271 -9.05911 0.22 0.15 0.17
H 3.41306 3.40608 -10.44023 -0.24 -0.63 -0.09
C 2.66935 -8.51066 -3.53016 -0.31 1.48 -0.21
O 1.33411 -8.71779 -3.99665 -0.84 -1.32 -0.52
C 0.75001 -7.89999 -4.87501 -0.13 1.13 -0.81
O 1.12294 -6.77729 -5.17944 -0.40 -1.65 0.29
O -0.36990 -8.52615 -5.36607 0.34 0.10 -0.46
C -1.01020 -7.95999 -6.56570 0.50 0.60 0.54
H 2.54466 -7.82283 -2.69384 0.65 0.03 0.04
H 3.24425 -8.05566 -4.33676 0.12 0.14 0.21
H 3.16613 -9.42606 -3.20869 -0.68 -0.18 -0.16
H -1.36139 -6.95476 -6.33274 0.24 0.04 -0.12
H -1.87579 -8.52394 -6.91324 0.14 -0.55 0.89
H -0.33701 -7.95562 -7.42298 0.35 0.21 0.32
C -2.66928 5.40221 -4.67695 1.35 -0.09 0.82
O -3.47521 6.53383 -4.81755 -1.47 0.22 1.21
C -4.40745 6.78394 -3.85806 -0.17 -0.47 1.24
O -4.52251 6.40388 -2.67728 0.79 0.73 -3.58
O -5.24566 7.58715 -4.51133 0.60 -0.13 -0.88
C -6.35995 8.05242 -3.85606 -1.05 0.78 2.10
H -1.83117 5.69257 -4.04343 0.37 -0.21 -0.13
H -2.31689 5.18933 -5.68621 -0.08 -0.41 0.27
H -3.14245 4.57859 -4.14230 -0.32 -0.07 -0.47
H -6.06779 8.33930 -2.84589 -0.14 0.01 0.22
H -7.13333 7.29274 -3.74267 -0.04 -0.05 -0.28
H -6.75650 8.96178 -4.30765 0.18 -0.33 -0.50
C 7.41291 -1.72890 -2.52760 -1.18 0.68 0.54
O 8.33305 -2.75431 -2.73040 0.45 -0.89 0.14
C 7.96504 -4.04433 -2.66120 -1.58 0.18 -0.78
O 6.85752 -4.50432 -2.42282 1.68 0.72 0.06
O 9.03756 -4.70298 -3.06403 0.50 0.29 0.15
C 9.07192 -6.09950 -3.02846 -0.82 -1.18 0.33
H 7.99816 -0.83927 -2.29493 -0.13 -0.06 -0.17
H 6.72285 -1.92020 -1.70584 0.21 -0.21 0.23
H 6.76399 -1.56699 -3.38831 0.29 0.02 -0.30
H 8.47735 -6.56819 -3.81262 0.45 0.32 -0.73
H 8.53716 -6.51940 -2.17651 0.45 0.33 0.64
H 10.12848 -6.36708 -3.04136 -0.31 -0.19 -0.09
```
Positions in Å, forces in eV/Å.



[2]
A cluster of 9 separate species, C37H79O33P2S8 in total at a distorted geometry, computed with ωB97M-V with the def2-TZVPD basis set.

E_tot, Ha: -7807.9006
Largest force on an atom, eV Å⁻¹: 1.5
Total charge: +1

```
159
Properties=species:S:1:pos:R:3:forces:R:3
C -0.77315 0.56266 5.33222 -0.45 -0.29 0.36
C -1.17283 -0.91332 5.23646 0.92 0.68 -0.79
C -0.83859 -1.48907 3.84747 -0.36 -0.52 0.64
C -2.00220 -1.55252 2.88014 0.11 0.56 -0.22
C -2.43780 -0.18148 2.29828 -0.71 -0.71 -0.15
P -2.64988 -0.24417 0.48903 0.43 1.37 0.27
C -3.90969 0.98879 0.02421 -0.96 -0.65 -0.46
C -5.32162 0.31483 0.06551 0.47 -0.19 0.67
C -6.15208 0.70818 1.28599 -0.33 -0.06 -0.38
C -6.98245 1.98386 1.15626 0.51 -0.01 -0.30
C -6.21728 3.28651 0.97166 0.09 -0.13 0.68
C -5.27902 3.65451 2.12733 -0.23 0.57 -0.77
C -4.28300 4.69550 1.61767 -0.35 -0.10 0.86
C -3.27979 5.15720 2.67150 0.48 -0.28 -0.81
C -2.02797 4.27955 2.60574 -0.10 0.49 0.55
C -0.73647 4.98292 3.00246 0.25 -1.01 -0.14
C 0.45566 4.10706 2.56135 -0.35 0.51 0.22
C 1.24215 4.75613 1.45047 -0.22 -0.48 -0.19
O 0.47170 4.66412 0.25279 0.11 -0.26 -0.02
C 1.22091 4.96830 -0.91568 -0.27 0.49 0.17
P -0.66762 -0.06126 -0.43488 0.70 -0.70 -0.22
C -0.71036 1.23334 -1.76025 -0.56 -0.37 0.53
C 0.39559 0.54050 0.95222 -0.41 -0.25 -0.23
C 1.87289 0.60128 0.52786 -0.59 0.15 0.43
H 0.28617 0.68853 5.13625 0.18 0.01 -0.17
H -0.95541 0.90323 6.34759 -0.06 0.29 0.07
H -1.34853 1.18056 4.64702 -0.02 0.23 -0.05
H -0.53399 -1.42454 5.94335 -0.19 -0.35 0.39
H -2.21926 -1.04489 5.48636 -0.18 -0.19 0.17
H 0.01985 -0.95415 3.46277 0.09 0.08 -0.21
H -0.50974 -2.51304 3.98814 0.16 -0.23 -0.06
H -2.85879 -1.97133 3.39512 -0.20 -0.16 0.09
H -1.79125 -2.24301 2.06701 0.24 -0.17 -0.13
H -1.80029 0.65389 2.56233 0.27 0.07 -0.13
H -3.42632 0.05909 2.68045 -0.18 0.19 0.05
H -3.12587 -1.52010 0.14120 -0.06 0.18 0.06
H -3.74570 1.39401 -0.96782 0.37 -0.01 -0.16
H -3.88959 1.81822 0.71839 0.36 0.19 0.26
H -5.87096 0.45797 -0.85568 -0.05 0.29 -0.25
H -5.17101 -0.76020 0.14199 -0.09 -0.24 -0.17
H -6.86328 -0.09614 1.44677 -0.11 -0.21 0.16
H -5.50166 0.71327 2.15697 0.03 0.14 0.27
H -7.62335 1.87216 0.28483 -0.30 -0.16 -0.04
H -7.61963 2.05315 2.03230 -0.18 0.10 0.14
H -5.63340 3.31004 0.05250 -0.04 -0.26 -0.29
H -6.95216 4.07896 0.87737 -0.10 0.25 -0.15
H -4.78553 2.77603 2.53647 0.18 -0.09 0.17
H -5.86012 4.13578 2.90750 -0.09 -0.23 0.41
H -3.75517 4.26915 0.76888 0.16 0.15 -0.29
H -4.85986 5.54634 1.27096 -0.15 0.15 -0.26
H -3.70761 5.15359 3.66693 -0.18 -0.01 0.23
H -2.98975 6.18190 2.45953 0.07 0.23 -0.03
H -1.88293 3.89167 1.60002 -0.12 0.01 -0.26
H -2.16141 3.42726 3.27184 0.05 -0.33 0.01
H -0.71956 5.11685 4.07813 0.02 0.33 0.19
H -0.63715 5.93967 2.50075 -0.24 0.30 0.06
H 1.09631 3.85124 3.39632 0.31 0.08 0.15
H 0.06138 3.16733 2.18259 0.10 -0.14 -0.04
H 2.17657 4.21649 1.32934 0.32 0.03 -0.18
H 1.43787 5.80712 1.66658 0.21 0.13 0.11
H 1.22752 4.13686 -1.61106 0.05 -0.38 -0.03
H 0.76497 5.80938 -1.43172 -0.05 0.18 -0.06
H 2.24012 5.24051 -0.66305 0.25 -0.02 -0.06
H -1.74377 1.44432 -2.01632 -0.10 0.23 -0.09
H -0.20208 2.14234 -1.47419 0.07 0.27 0.17
H -0.25226 0.79114 -2.63174 0.23 -0.03 -0.22
H 0.03281 1.45735 1.40263 0.02 0.23 -0.17
H 0.30326 -0.23139 1.70807 -0.12 -0.10 0.15
H 2.37246 -0.27508 0.90752 0.18 -0.27 -0.29
H 2.32885 1.43426 1.04266 0.13 0.23 -0.24
H 2.01301 0.68351 -0.54244 0.14 0.13 -0.25
C 6.32279 4.46348 3.03518 0.11 -0.15 0.40
C 7.22994 3.44862 2.36972 0.24 0.35 -0.23
O 6.32983 2.43406 1.89103 -0.47 0.06 0.18
S 4.94256 3.10794 1.46264 0.74 0.33 0.12
O 4.94173 3.32244 0.05660 -0.32 -0.05 0.14
O 3.88366 2.40637 2.09851 0.09 -0.03 0.00
O 5.16235 4.51772 2.18725 0.04 -0.28 -0.32
H 6.01080 4.13370 4.02749 0.01 0.00 -0.01
H 6.77613 5.44802 3.10263 -0.15 0.07 -0.15
H 7.94792 3.01207 3.05710 -0.11 -0.20 -0.01
H 7.75479 3.87723 1.51404 0.00 -0.01 0.03
C 1.12856 -2.91707 -1.90890 -0.15 0.29 -0.29
C 0.27630 -3.98141 -1.27086 0.07 0.06 0.59
O 0.61595 -5.18197 -1.97634 0.26 0.16 -0.40
S 2.16243 -5.12250 -2.41118 -0.29 0.30 0.24
O 2.94415 -5.83750 -1.46790 0.10 -0.01 -0.19
O 2.24141 -5.39751 -3.80287 0.01 -0.17 0.09
O 2.38762 -3.54989 -2.16544 -0.08 -0.46 0.15
H 0.71005 -2.58344 -2.86233 -0.02 0.02 0.04
H 1.26009 -2.06820 -1.24649 0.29 -0.01 -0.02
H -0.78156 -3.76676 -1.36519 -0.04 -0.26 -0.18
H 0.52704 -4.11658 -0.21552 0.00 0.04 0.00
C -3.66880 -3.99149 -3.98505 0.08 -0.37 -0.29
C -5.02517 -4.56789 -3.63021 -0.22 0.41 -0.16
O -4.82101 -5.18670 -2.34949 0.50 0.07 0.19
S -3.74106 -4.36302 -1.51980 -0.34 -0.20 -0.86
O -4.40919 -3.47492 -0.62779 0.36 0.06 0.21
O -2.73402 -5.25663 -1.06922 -0.13 0.16 0.32
O -3.15307 -3.49304 -2.73371 -0.31 0.04 0.25
H -2.98951 -4.76045 -4.35573 -0.01 0.01 0.02
H -3.73400 -3.18231 -4.70652 0.06 0.14 0.16
H -5.36888 -5.30735 -4.34666 0.03 -0.17 0.17
H -5.77902 -3.78613 -3.51972 0.00 -0.02 -0.02
C 5.09216 -3.23662 2.94184 0.12 -0.22 -0.39
C 5.01093 -1.88934 2.25446 0.28 0.19 0.30
O 3.60760 -1.72049 1.98301 -0.07 -0.47 0.10
S 2.74761 -2.41261 3.14557 0.73 -0.15 -0.02
O 2.36033 -1.41874 4.08493 -0.20 -0.14 -0.02
O 1.79289 -3.27321 2.53769 -0.17 0.28 0.00
O 3.92595 -3.28088 3.78457 -0.21 0.39 -0.07
H 5.03314 -4.05754 2.22546 0.00 0.01 0.01
H 5.98764 -3.34312 3.54668 -0.13 0.00 0.19
H 5.57661 -1.85435 1.32743 -0.22 0.00 -0.11
H 5.33390 -1.08146 2.91380 0.00 0.00 -0.02
C 5.65544 2.56829 -3.12842 0.05 0.33 0.27
C 6.05446 3.35637 -4.35871 -0.29 -0.20 -0.26
O 7.45563 3.09007 -4.50421 0.08 -0.15 0.35
S 7.78072 1.59811 -4.00752 -0.29 0.19 0.01
O 7.81715 0.72661 -5.12571 0.10 -0.04 0.16
O 8.84184 1.65986 -3.06780 0.04 -0.02 -0.16
O 6.39965 1.34606 -3.22211 0.07 0.04 -0.34
H 5.94589 3.08160 -2.21146 -0.05 0.01 -0.02
H 4.59117 2.34913 -3.09909 0.04 -0.18 -0.02
H 5.88772 4.42371 -4.24573 0.23 0.03 0.01
H 5.53801 2.99753 -5.25179 -0.01 0.02 0.02
C 3.72661 -8.03411 -5.15661 -0.24 0.17 -0.24
C 2.87950 -9.10205 -4.49904 0.13 0.09 0.40
O 3.22977 -10.30776 -5.18945 0.15 0.14 -0.29
S 4.77607 -10.24988 -5.62533 -0.18 0.24 0.12
O 5.55613 -10.94402 -4.66414 0.07 0.03 -0.17
O 4.85842 -10.54295 -7.01053 0.02 -0.13 0.13
O 4.98674 -8.67363 -5.39998 -0.07 -0.34 0.19
H 3.30502 -7.72274 -6.11458 -0.02 0.00 0.02
H 3.86532 -7.16616 -4.52095 0.20 -0.03 0.00
H 1.81472 -8.91245 -4.59896 -0.02 -0.17 -0.14
H 3.13369 -9.21941 -3.44312 -0.01 0.04 -0.01
C -4.23341 -7.58021 0.45102 0.05 0.29 0.22
C -4.69049 -8.29915 1.70269 0.21 -0.35 -0.09
O -6.11048 -8.41310 1.54079 -0.05 0.26 -0.28
S -6.46626 -8.58603 -0.01672 0.24 0.01 0.18
O -6.63998 -9.96264 -0.30859 -0.08 0.16 -0.12
O -7.44336 -7.61593 -0.36113 -0.04 -0.14 0.04
O -5.04043 -8.12455 -0.59822 -0.10 -0.27 0.18
H -4.42687 -6.50895 0.51590 0.01 0.00 0.07
H -3.18185 -7.74702 0.23697 -0.05 -0.06 -0.20
H -4.46318 -7.74850 2.61092 -0.22 0.04 0.03
H -4.26464 -9.30265 1.76670 0.02 0.02 0.00
C 0.26049 10.44766 -2.38673 -0.35 0.13 -0.15
C -0.29053 9.12462 -1.89554 0.18 0.00 0.34
O 0.02274 8.19878 -2.94579 0.06 0.25 -0.21
S 1.41183 8.62230 -3.63882 -0.22 0.20 0.21
O 2.45947 7.84901 -3.06868 0.01 0.05 -0.18
O 1.20598 8.69270 -5.03886 0.10 -0.20 0.09
O 1.49299 10.10449 -3.03353 0.05 -0.38 0.12
H -0.40083 10.90931 -3.12208 -0.01 -0.01 0.02
H 0.45140 11.14674 -1.57753 0.21 -0.01 -0.04
H -1.36412 9.15136 -1.73334 -0.03 -0.13 -0.17
H 0.21131 8.79635 -0.98225 -0.02 0.03 0.01
```
Positions in Å, forces in eV/Å.



Ordered frontier orbital gap results: 9.6847, 9.5102; unit eV.